Below is a molecular structure, C39H53Cl4N3O3PSSe3Si4TeZr, with properties calculated with ωB97M-V/def2-TZVPD.

Structure (XYZ):
```
113
Properties=species:S:1:pos:R:3:mulliken_charge:R:1
Zr -0.58326 3.15145 -0.04077 0.026
Se -0.79835 1.19056 1.57491 -0.251
P -0.96375 3.08736 2.87167 0.456
Se -1.29832 5.14951 2.06852 -0.161
C -2.27381 2.44205 3.92295 0.510
C -2.06537 2.04326 5.25096 -0.428
C -3.07179 1.48967 6.03189 -0.603
C -4.32080 1.31132 5.41422 -0.448
C -4.49078 1.56370 4.05464 -1.026
C -3.39071 1.95436 3.29560 0.174
C 0.60630 3.31067 3.80391 0.861
C 0.66334 4.41168 4.67579 -0.334
C 1.92216 4.88373 5.06089 -0.601
C 3.05978 4.07843 4.95704 -0.490
C 2.88513 2.83900 4.28803 -0.433
C 1.67709 2.41838 3.80421 -0.537
H -1.04017 2.29606 5.61370 0.213
H -2.88629 1.35302 7.10271 0.370
H -5.18040 1.15553 6.03796 0.393
H -5.41696 1.42724 3.61137 0.741
H -3.40589 1.82787 2.21240 0.172
H -0.31164 4.98268 4.81014 0.460
H 1.98853 5.89957 5.56864 0.288
H 4.04132 4.42299 5.23457 0.410
H 3.78765 2.26328 4.09313 0.392
H 1.53819 1.48069 3.27094 0.366
Cl -7.40797 2.28557 0.43938 -0.224
C -7.33235 0.74748 -0.34526 0.163
C -8.19348 0.50419 -1.41455 -0.433
C -7.89002 -0.44840 -2.39227 -0.732
C -6.66052 -1.15634 -2.17990 -0.403
C -5.85717 -1.01458 -1.05860 -0.085
Cl -4.38044 -1.96494 -1.09370 -0.139
C -6.22372 -0.07549 -0.05056 0.472
S -5.47678 0.01284 1.45632 -0.518
H -9.14423 1.03714 -1.45725 0.337
H -8.42532 -0.71040 -3.28534 0.372
H -6.37213 -1.94294 -2.92407 0.276
N -1.48213 2.01753 -1.67221 -0.537
C -1.09796 1.82886 -2.78638 0.457
N -1.00112 1.52684 -4.05157 0.242
C -2.13217 1.65472 -4.96883 -0.523
C -2.40722 0.29821 -5.60971 -0.444
O -1.26654 -0.26295 -6.18340 -0.372
C -0.16998 -0.47005 -5.18961 -0.509
C 0.22663 0.88327 -4.57183 -0.493
H -1.93405 2.39260 -5.77813 0.264
H -3.01254 2.08538 -4.40153 0.403
H -3.17601 0.44603 -6.46048 0.290
H -2.86990 -0.46853 -4.89120 0.305
H 0.66556 -0.98364 -5.77089 0.288
H -0.48287 -1.21497 -4.38361 0.300
H 0.70433 1.47954 -5.37533 0.249
H 1.00686 0.89045 -3.77445 0.463
Se -2.28568 4.88828 -1.25232 -0.133
C -1.60346 6.67487 -1.51462 0.293
C -1.81205 7.74214 -0.62882 -0.178
C -1.25153 8.96505 -0.94250 -0.393
N -0.61253 9.19708 -2.09833 -0.599
C -0.18192 8.16686 -2.75372 -0.319
C -0.71075 6.89614 -2.58677 -0.341
H -2.56120 7.59825 0.22803 0.351
H -1.33412 9.79975 -0.23881 0.349
H 0.64215 8.35182 -3.48585 0.335
H -0.42733 6.16122 -3.32928 0.377
Cl 3.11081 6.22290 -1.19135 -0.117
C 3.22698 4.42354 -0.89812 0.077
Cl 4.23293 3.40371 -1.98131 -0.131
C 1.85536 3.92044 -0.72534 0.952
O 1.43875 3.65219 0.51752 -0.489
O 0.99977 3.70945 -1.69131 -0.388
H 3.72034 4.34328 0.09588 0.289
C 0.38507 -5.82189 2.55859 -1.055
Si 0.92058 -5.92785 0.70129 0.648
C 1.78546 -7.54988 0.47632 -1.038
C -0.61236 -5.59814 -0.37686 -0.886
Si 2.49611 -4.35248 0.00588 -0.873
Te 1.29831 -2.30883 -0.81115 -0.340
Si 3.69298 -3.40109 1.73476 0.730
C 4.55956 -4.71094 2.86815 -1.188
C 2.70121 -2.18650 2.82180 -0.702
C 5.26210 -2.42012 1.11601 -1.186
Si 3.36889 -5.01555 -2.08975 0.617
C 4.32617 -3.45733 -2.66962 -1.067
C 2.23680 -5.72524 -3.32816 -1.027
C 4.83177 -6.20210 -1.91225 -1.144
H -0.51494 -6.45530 2.61412 0.386
H 0.14282 -4.75447 2.87698 0.212
H 1.11378 -6.27500 3.28818 0.273
H 1.37144 -8.39324 1.08586 0.369
H 2.82490 -7.47578 0.80780 0.310
H 1.79272 -7.88984 -0.60996 0.233
H -1.33621 -6.41362 -0.16234 0.329
H -0.42420 -5.55216 -1.45528 0.211
H -1.03274 -4.67606 0.10333 0.190
H 3.86909 -5.26482 3.52927 0.299
H 5.35815 -4.21261 3.44552 0.368
H 4.87487 -5.48822 2.17182 0.308
H 1.69935 -2.58145 3.09854 0.222
H 2.52807 -1.23814 2.28937 0.064
H 3.32765 -2.01296 3.78090 0.270
H 5.86996 -2.92088 0.30911 0.251
H 5.72760 -2.14574 2.06152 0.374
H 4.98967 -1.41252 0.68298 0.254
H 3.74394 -2.55802 -2.81270 0.270
H 4.72629 -3.67198 -3.69851 0.303
H 5.07021 -3.11471 -1.92212 0.201
H 1.27418 -5.19370 -3.37625 0.204
H 2.09358 -6.74894 -3.14025 0.355
H 2.73585 -5.67911 -4.33521 0.354
H 5.72486 -5.52155 -1.82265 0.294
H 5.04079 -6.78486 -2.82616 0.339
H 4.83117 -6.81483 -1.01693 0.342
```

Results
Net charge: -1
DFT total energy (eV): -358255.5439
Energy relative to the best compared isomer or geometry (same formula, charge and spin) (kcal/mol): 43.77
Frontier orbital gap (eV): 3.798
2S+1: 1